No. 1
Molecular formula: C2H6EuFO2
Method: DFT, the ωB97M-V functional and the def2-TZVPD basis

Geometry as XYZ:
```
12
Properties=species:S:1:pos:R:3:forces:R:3
C 1.73968 0.74103 -0.46809 0.73 0.44 0.03
O 0.50047 0.06208 -0.45366 -0.34 -1.11 -0.74
C -0.61273 0.75153 0.14084 -0.15 0.24 0.21
O -1.70006 0.01925 -0.24561 0.38 -1.73 -1.28
Eu -0.93982 -1.60564 -1.63921 -0.28 2.31 2.03
H 2.46764 0.07825 -0.94643 -0.11 0.22 0.17
H 1.65718 1.67541 -1.04308 0.04 -0.25 0.17
H 2.05912 0.96354 0.56001 -0.05 -0.08 -0.29
H -0.62230 1.78425 -0.25453 -0.13 -0.27 0.12
H -0.46985 0.76734 1.23698 -0.08 -0.01 -0.31
H -2.19113 -2.12833 1.45198 1.23 -4.15 1.17
F -1.88820 -3.10871 1.66079 -1.25 4.40 -1.26
```
Forces are in eV/Å.

Summary:
2S+1: 8
Kohn-Sham gap (alpha / beta): 3.31 / 9.33 eV
net charge: +1
E: -1040.0841 Eh
max |F|: 4.74 eV/Å

---

No. 2
Molecular formula: CH5N3S
Method: DFT, the ωB97M-V functional and the def2-TZVPD basis

Geometry as XYZ:
```
10
Properties=species:S:1:pos:R:3:forces:R:3
C 0.19694 -0.25602 -0.32305 -2.72 -4.39 -2.04
H -0.27121 0.92366 1.61162 3.33 0.51 0.42
H 0.95300 1.93290 1.00625 0.28 -1.78 1.36
H 1.83339 -1.30453 1.53875 -1.80 2.97 -2.74
H 1.17854 -1.96294 -1.05125 -0.36 0.48 -0.03
H -0.21785 -1.85249 -1.80545 -4.28 -1.31 -3.33
N 0.90913 1.00671 1.58034 -4.23 0.95 -2.30
N 1.15482 0.02575 0.57828 2.68 -2.21 2.19
N 0.31682 -1.42740 -1.19471 6.70 3.75 6.27
S -1.33268 0.41026 -0.38181 0.40 1.04 0.21
```
Forces are in eV/Å.

Summary:
Kohn-Sham gap: 6.72 eV
E: -603.3561 Eh
energy above the lowest of the compared OMol25 structures with the same formula, charge and spin: 119.1 kcal/mol
max |F|: 9.91 eV/Å